1.
{"formula": "C12H32O12S4Sn", "method": "the ωB97M-V functional and the def2-TZVPD basis", "species": ["Sn", "O", "S", "O", "O", "C", "C", "C", "H", "H", "H", "H", "H", "H", "H", "H", "O", "S", "O", "O", "C", "C", "C", "H", "H", "H", "H", "H", "H", "H", "H", "O", "S", "O", "O", "C", "C", "C", "H", "H", "H", "H", "H", "H", "H", "H", "O", "S", "O", "O", "C", "C", "C", "H", "H", "H", "H", "H", "H", "H", "H"], "coordinates": [[-1.064, 1.544, -0.167], [0.173, -3.533, 0.058], [-0.084, -2.454, 1.009], [-0.106, -1.001, 0.630], [-1.647, -2.778, 1.682], [-1.985, -4.017, 2.246], [-3.490, -4.220, 2.568], [0.893, -2.637, 2.560], [-1.371, -4.122, 3.140], [-1.620, -4.763, 1.540], [-3.979, -4.087, 1.603], [-4.031, -3.504, 3.187], [-3.919, -5.150, 2.941], [1.819, -2.177, 2.215], [0.910, -3.678, 2.882], [0.551, -1.993, 3.370], [-1.126, 0.938, 4.779], [-2.207, 0.499, 3.866], [-2.284, 0.808, 2.437], [-2.190, -1.103, 4.025], [-2.326, -1.765, 5.241], [-1.070, -1.973, 6.110], [-3.767, 0.889, 4.624], [-2.584, -2.800, 5.014], [-3.126, -1.332, 5.841], [-0.722, -1.085, 6.637], [-0.244, -2.413, 5.551], [-1.335, -2.709, 6.870], [-3.976, 1.894, 4.256], [-3.482, 0.912, 5.676], [-4.491, 0.119, 4.356], [-1.637, -1.785, -4.140], [-1.484, -0.337, -4.128], [-1.032, 0.224, -2.841], [-0.427, 0.197, -5.279], [0.181, 1.440, -5.244], [1.622, 1.199, -5.611], [-3.040, 0.608, -4.570], [0.078, 1.906, -4.264], [-0.312, 2.075, -5.980], [1.971, 1.947, -6.322], [1.671, 0.206, -6.059], [2.322, 1.034, -4.792], [-2.811, 1.674, -4.570], [-3.662, 0.480, -3.684], [-3.570, 0.203, -5.432], [2.005, 3.769, -3.021], [2.509, 3.167, -1.766], [1.701, 2.326, -0.843], [3.888, 2.195, -2.265], [4.789, 2.551, -3.392], [6.255, 2.213, -3.145], [3.385, 4.420, -0.764], [4.692, 3.624, -3.556], [4.399, 2.016, -4.258], [6.704, 2.574, -4.070], [6.432, 1.154, -2.953], [6.474, 2.838, -2.280], [2.765, 4.940, -0.034], [4.035, 5.014, -1.406], [3.981, 3.818, -0.077]], "multiplicity": 2, "homo_ev": [-9.6332, -13.0905], "e_tot_ev": -86693.2383, "lumo_ev": [-3.689, -3.568], "total_charge": 1, "gap_ev": [5.944, 9.522], "max_force_ha_per_bohr": 0.089, "molar_mass_g_mol": 615.36}

---

2.
{"formula": "C18H29N2O2P2SeZr", "method": "the ωB97M-V functional and the def2-TZVPD basis", "species": ["C", "C", "N", "C", "C", "C", "C", "P", "Zr", "P", "C", "C", "C", "C", "C", "C", "C", "O", "O", "H", "H", "H", "C", "C", "H", "H", "H", "H", "C", "C", "H", "H", "H", "H", "H", "H", "H", "H", "H", "H", "H", "H", "H", "H", "H", "H", "H", "H", "H", "H", "H", "H", "Se", "C", "N"], "coordinates": [[-0.866, 3.528, -2.309], [-0.913, 2.432, -1.462], [0.225, 1.855, -0.989], [1.420, 2.466, -1.225], [1.502, 3.567, -2.062], [0.355, 4.103, -2.634], [-2.286, 1.937, -1.053], [-2.389, 0.341, -0.128], [0.110, -0.136, 0.255], [2.689, 0.376, 0.344], [2.705, 1.989, -0.573], [-0.416, -1.950, 1.585], [-0.744, -1.438, 2.994], [-0.346, -2.380, 4.094], [0.194, -3.601, 3.824], [0.343, -4.064, 2.501], [-0.012, -3.243, 1.417], [-2.040, -1.918, -5.078], [0.558, -0.995, -2.005], [-1.807, 3.918, -2.694], [2.489, 3.988, -2.248], [0.412, 4.958, -3.304], [-3.482, 0.779, 1.255], [-3.423, -0.701, -1.195], [3.492, 1.916, -1.344], [3.047, 2.749, 0.153], [-2.890, 1.843, -1.893], [-2.754, 2.696, -0.401], [3.516, 0.788, 1.905], [3.936, -0.585, -0.565], [-1.842, -1.258, 3.069], [-0.479, -2.034, 5.123], [0.500, -4.257, 4.646], [0.739, -5.065, 2.326], [0.057, -3.660, 0.405], [-0.234, -4.851, -1.373], [-0.165, -1.345, -2.565], [-2.808, -2.232, -5.503], [-1.585, -1.394, -5.760], [0.783, -0.069, -2.420], [-4.465, 0.316, 1.108], [-3.037, 0.412, 2.187], [-3.588, 1.869, 1.324], [-4.483, -0.533, -0.962], [-3.230, -0.502, -2.258], [-3.174, -1.751, -0.984], [4.826, 0.024, -0.773], [4.214, -1.451, 0.050], [3.508, -0.950, -1.508], [3.923, 1.807, 1.859], [2.794, 0.722, 2.732], [4.324, 0.064, 2.072], [0.762, 0.363, 4.763], [-0.039, -0.078, 3.175], [0.076, 0.636, 2.106]], "homo_ev": [-7.0019, -6.9849], "relative_energy_kj_mol": 0.0, "e_tot_ev": -111403.9251, "lumo_ev": [-4.839, -4.839], "total_charge": 1, "gap_ev": [2.163, 2.146], "max_force_ha_per_bohr": 0.062, "molar_mass_g_mol": 537.57}

---

3.
{"formula": "C2H4NiO2", "method": "the ωB97M-V functional and the def2-TZVPD basis", "species": ["H", "C", "C", "O", "H", "H", "Ni", "O", "H"], "coordinates": [[-1.581, 0.678, -0.858], [-0.526, 0.670, -1.210], [0.477, 0.833, -0.315], [0.368, 0.935, 0.987], [-0.318, 0.721, -2.280], [1.512, 0.738, -0.695], [-0.152, -0.329, 2.197], [-0.174, -2.038, 1.463], [0.395, -2.209, 0.710]], "multiplicity": 4, "homo_ev": [-1.2038, -4.4233], "e_tot_ev": -47275.0810, "lumo_ev": [4.385, 4.169], "total_charge": -1, "gap_ev": [5.589, 8.592], "max_force_ha_per_bohr": 0.023, "molar_mass_g_mol": 118.74}

---

4.
{"formula": "C11H15O3", "method": "the ωB97M-V functional and the def2-TZVPD basis", "species": ["C", "C", "C", "C", "C", "C", "C", "C", "C", "C", "C", "O", "O", "O", "H", "H", "H", "H", "H", "H", "H", "H", "H", "H", "H", "H", "H", "H", "H"], "coordinates": [[2.397, -0.739, -0.067], [-0.846, 0.694, -1.579], [0.498, -0.157, -1.708], [-1.809, -0.438, 0.450], [-1.252, -2.786, -0.627], [-1.047, 0.794, 0.003], [0.963, -0.213, -0.280], [-1.000, -1.639, 0.208], [0.401, 0.878, 0.577], [0.520, 0.631, 2.072], [1.039, 2.266, 0.362], [2.987, -0.009, 0.767], [2.830, -1.644, -0.813], [-1.093, -2.860, 0.786], [-0.836, 1.743, -1.977], [-1.529, 0.183, -2.062], [0.298, -1.113, -2.056], [1.245, 0.253, -2.314], [-1.941, -0.423, 1.505], [-2.842, -0.532, -0.081], [-2.227, -3.097, -0.911], [-0.502, -3.401, -1.208], [-1.722, 1.774, 0.269], [1.527, 0.572, 2.276], [0.049, -0.280, 2.472], [0.117, 1.462, 2.706], [0.681, 2.986, 1.198], [1.004, 2.899, -0.540], [2.091, 2.197, 0.572]], "homo_ev": [-3.7895, -3.5528], "relative_energy_kj_mol": 238.8, "e_tot_ev": -17789.4261, "lumo_ev": [3.416, 3.360], "total_charge": -1, "gap_ev": [7.205, 6.913], "max_force_ha_per_bohr": 0.115, "molar_mass_g_mol": 195.24}

---

5.
{"formula": "C3H10N2O", "method": "the ωB97M-V functional and the def2-TZVPD basis", "species": ["C", "C", "N", "H", "H", "H", "H", "H", "H", "N", "C", "O", "H", "H", "H", "H"], "coordinates": [[0.028, 1.463, 0.993], [0.695, 2.470, 0.277], [0.600, 0.820, 2.156], [-0.965, 1.091, 0.741], [1.087, 3.365, 0.766], [0.831, 2.484, -0.800], [-1.515, -1.583, -0.101], [1.011, 1.486, 2.807], [0.003, 0.145, 2.615], [0.369, -2.319, -1.151], [-0.170, -0.985, -1.344], [-1.502, -0.976, -0.849], [-0.351, -2.966, -1.446], [1.235, -2.454, -1.652], [0.375, -0.186, -0.859], [-0.227, -0.712, -2.402]], "multiplicity": 2, "homo_ev": [0.9356, -1.6841], "relative_energy_kj_mol": 233.7, "e_tot_ev": -8297.2411, "lumo_ev": [3.921, 3.767], "total_charge": -1, "gap_ev": [2.985, 5.451], "max_force_ha_per_bohr": 0.015, "molar_mass_g_mol": 90.13}

---

6.
{"formula": "C27H45Cl5F2I2MgN2O9S", "method": "the ωB97M-V functional and the def2-TZVPD basis", "species": ["C", "C", "C", "F", "N", "C", "C", "C", "C", "C", "F", "C", "C", "O", "O", "C", "C", "O", "N", "C", "C", "C", "C", "I", "C", "C", "I", "C", "H", "H", "H", "H", "H", "H", "H", "H", "H", "H", "H", "H", "H", "H", "H", "H", "H", "H", "H", "H", "H", "H", "H", "H", "H", "H", "H", "Cl", "Cl", "O", "S", "O", "O", "C", "C", "C", "H", "H", "H", "H", "H", "H", "H", "H", "O", "H", "H", "Mg", "O", "C", "O", "C", "C", "C", "H", "H", "H", "H", "H", "H", "C", "Cl", "Cl", "H", "H", "Cl"], "coordinates": [[2.273, 5.254, 3.003], [1.363, 4.253, 2.114], [1.793, 2.692, 2.280], [1.074, 2.032, 3.325], [1.346, 2.026, 0.990], [-0.069, 2.009, 0.737], [-0.641, 1.395, -0.562], [-2.236, 1.385, -0.876], [-3.154, 1.268, 0.445], [-3.089, -0.216, 1.107], [-4.248, -0.487, 1.945], [0.429, 0.818, -1.581], [-0.190, 0.207, -2.935], [-0.081, -0.972, -3.300], [-0.984, 1.115, -3.752], [-0.224, 2.263, -4.156], [-0.949, 3.646, -3.651], [-2.206, 3.726, -3.549], [-0.174, 4.868, -3.306], [-0.149, 5.123, -1.818], [-0.812, 6.083, -3.920], [1.993, 0.853, -1.267], [3.087, 0.246, -2.278], [3.009, -1.959, -2.094], [4.591, 0.833, -2.096], [5.726, -0.330, -2.012], [5.021, 2.118, -3.853], [2.357, 1.511, 0.106], [1.651, 5.969, 3.630], [2.933, 5.850, 2.280], [2.980, 4.592, 3.619], [1.594, 4.492, 1.002], [0.235, 4.351, 2.275], [2.932, 2.561, 2.347], [-0.828, 2.454, 1.481], [-2.446, 0.439, -1.500], [-2.554, 2.306, -1.495], [-2.957, 2.100, 1.221], [-4.257, 1.392, 0.117], [-2.162, -0.302, 1.793], [-2.973, -1.029, 0.260], [0.892, 2.201, -3.876], [-0.274, 2.298, -5.313], [-0.935, 5.868, -1.453], [0.908, 5.603, -1.594], [-0.230, 4.145, -1.214], [-1.178, 5.783, -4.975], [-0.107, 6.986, -3.971], [-1.751, 6.442, -3.366], [2.758, 0.511, -3.354], [4.740, 1.513, -1.195], [5.742, -0.959, -2.968], [6.751, 0.207, -1.964], [5.650, -0.946, -1.052], [3.447, 1.622, 0.456], [2.343, 4.660, -1.476], [2.974, 6.585, 5.000], [2.178, -4.742, -0.082], [0.913, -4.908, 0.585], [0.591, -4.184, 1.787], [0.650, -6.485, 0.843], [1.647, -7.238, 1.530], [1.602, -6.991, 3.027], [-0.376, -4.654, -0.593], [2.641, -7.027, 1.124], [1.437, -8.293, 1.335], [1.903, -5.968, 3.265], [2.277, -7.672, 3.550], [0.588, -7.128, 3.411], [-0.165, -5.246, -1.485], [-0.396, -3.594, -0.841], [-1.323, -4.949, -0.145], [-2.892, -4.874, 1.228], [-3.735, -4.408, 1.200], [-2.552, -4.690, 2.113], [2.113, 3.597, -3.657], [-5.134, -7.166, 5.661], [-5.655, -6.349, 4.947], [-5.231, -5.061, 4.826], [-6.137, -4.340, 3.983], [-6.836, -5.394, 3.158], [-6.880, -6.575, 4.101], [-6.832, -3.780, 4.616], [-5.581, -3.637, 3.360], [-7.819, -5.079, 2.802], [-6.225, -5.645, 2.285], [-7.765, -6.552, 4.742], [-6.818, -7.522, 3.565], [6.284, 6.067, -3.967], [6.668, 4.451, -3.355], [6.016, 6.038, -5.714], [5.380, 6.424, -3.476], [7.113, 6.737, -3.746], [-2.381, -2.614, 0.254]], "homo_ev": -5.9489, "relative_energy_kj_mol": 0.0, "e_tot_ev": -150649.4552, "lumo_ev": -4.283, "total_charge": 0, "gap_ev": 1.666, "max_force_ha_per_bohr": 0.108, "molar_mass_g_mol": 1067.10}